ORCA calculation (wB97M-V/def2-TZVPD) on an isolated molecule of C2H2OS2.

Geometry (Å):
1 O -2.237 -0.578 -0.222
2 C -1.416 0.193 0.256
3 C 0.076 0.111 0.028
4 S 0.654 1.595 -0.059
5 S 0.936 -1.441 0.038
6 H -1.703 1.187 0.676
7 H 2.191 -0.846 -0.280

Calculated values
Molecular weight, g/mol: 106.17
ΔE to the lowest compared entry with this formula, charge and spin, kJ/mol: 80.21
E, eV: -25822.91066
Kohn-Sham gap, eV: 8.21
SMILES string: O=CC(=S)S
HOMO level, eV: -9.51
E_LUMO, eV: -1.30


ORCA calculation (wB97M-V/def2-TZVPD) on a cluster of 11 separate species, CH21O13 in total.

Geometry (Å):
1 C -27.147 -16.648 1.328
2 O -26.752 -16.910 2.469
3 O -27.641 -17.693 0.572
4 O -26.979 -15.525 0.832
5 H -27.769 -18.475 1.085
6 O -27.258 -16.374 5.100
7 H -26.808 -16.524 4.274
8 H -27.071 -17.117 5.594
9 O -25.749 -19.317 2.037
10 H -25.979 -19.767 2.808
11 H -25.975 -18.396 2.156
12 O -28.397 -14.253 3.358
13 H -27.942 -14.426 2.565
14 H -28.740 -15.032 3.764
15 O -28.046 -15.514 -1.604
16 H -28.852 -15.067 -1.686
17 H -27.788 -15.760 -0.665
18 O -26.246 -19.955 -0.652
19 H -26.715 -19.138 -0.928
20 H -26.079 -19.748 0.286
21 O -24.717 -17.208 -0.581
22 H -25.481 -17.239 -1.171
23 H -24.556 -18.109 -0.329
24 O -25.166 -14.138 -0.762
25 H -25.812 -14.657 -0.291
26 H -24.312 -14.452 -0.403
27 O -24.936 -15.005 2.828
28 H -25.652 -15.439 2.439
29 H -24.944 -14.137 2.380
30 O -28.806 -13.313 -0.261
31 H -28.214 -12.713 -0.693
32 H -28.385 -14.147 -0.136
33 O -23.526 -17.334 1.884
34 H -22.682 -17.372 1.436
35 H -24.117 -17.101 1.175

Calculated values
Molecular weight, g/mol: 241.17
ΔE to the lowest compared entry with this formula, charge and spin, kJ/mol: 126.66
Net charge: -1
E, eV: -27998.80117
Kohn-Sham gap, eV: 10.05
HOMO level, eV: -7.20
E_LUMO, eV: 2.85


ORCA calculation (wB97M-V/def2-TZVPD) on a cluster of 2 separate species, C4H10N4S in total.

Geometry (Å):
1 C 2.663 -0.737 -0.032
2 C 2.378 0.544 0.818
3 N 1.171 1.192 0.451
4 C -0.169 1.052 0.790
5 N -0.820 1.993 0.174
6 N 0.012 2.781 -0.482
7 N 1.193 2.356 -0.310
8 H 1.722 -1.110 -0.507
9 H 3.465 -0.401 -0.803
10 H 3.148 -1.493 0.659
11 H 2.287 0.359 1.868
12 H 3.065 1.372 0.788
13 H -0.565 0.219 1.363
14 C -3.780 -0.071 -1.160
15 S -3.842 0.224 0.625
16 H -2.880 -0.504 -1.527
17 H -3.853 0.913 -1.544
18 H -4.683 -0.684 -1.638
19 H -4.789 1.088 0.626

Calculated values
Molecular weight, g/mol: 146.22
ΔE to the lowest compared entry with this formula, charge and spin, kJ/mol: 117.96
E, eV: -21103.31892
Kohn-Sham gap, eV: 9.46
SMILES string: CCn1cnnn1.CS
HOMO level, eV: -8.78
E_LUMO, eV: 0.67


ORCA calculation (wB97M-V/def2-TZVPD) on a structure of composition C10H24Br2ClF3N4O4SSn.

Geometry (Å):
1 Sn 7.347 8.767 8.347
2 N 9.543 7.649 8.586
3 C 10.020 6.883 7.376
4 C 9.092 7.025 6.097
5 N 8.383 8.280 6.058
6 C 9.134 9.367 5.464
7 C 9.834 10.216 6.499
8 N 8.894 10.543 7.615
9 H 10.330 8.122 9.094
10 H 9.297 6.920 9.260
11 H 10.098 5.839 7.661
12 H 11.005 7.266 7.152
13 H 8.337 6.242 6.112
14 H 9.666 6.840 5.197
15 H 7.548 8.177 5.482
16 H 8.395 10.008 4.978
17 H 9.845 9.073 4.647
18 H 10.259 11.064 5.962
19 H 10.616 9.672 6.959
20 H 8.316 11.390 7.473
21 H 9.473 10.901 8.414
22 Br 5.074 9.716 3.615
23 C 4.288 8.334 4.626
24 Br 5.512 6.851 5.081
25 H 3.429 7.908 4.144
26 H 4.049 8.835 5.551
27 C 6.465 4.659 12.929
28 N 6.918 5.002 11.609
29 C 5.954 5.051 10.537
30 C 8.237 5.177 11.364
31 C 9.247 5.044 12.527
32 O 8.625 5.510 10.235
33 H 6.938 5.177 13.738
34 H 6.481 3.581 13.178
35 H 5.429 4.927 12.930
36 H 5.392 4.085 10.525
37 H 6.402 5.260 9.595
38 H 5.232 5.856 10.787
39 H 9.141 5.803 13.259
40 H 10.207 5.290 12.038
41 H 9.189 4.039 12.928
42 F 8.622 10.169 13.484
43 C 9.155 10.946 12.587
44 F 8.190 11.942 12.448
45 F 10.301 11.475 13.152
46 S 9.514 10.106 11.018
47 O 10.432 10.870 10.230
48 O 10.031 8.815 11.499
49 O 8.109 9.978 10.471
50 Cl 6.009 10.414 6.892

Calculated values
Molecular weight, g/mol: 667.36
ΔE to the lowest compared entry with this formula, charge and spin, kJ/mol: 20.18
E, eV: -202338.70016
Kohn-Sham gap, eV: 8.65
HOMO level, eV: -8.47
E_LUMO, eV: 0.18


ORCA calculation (wB97M-V/def2-TZVPD) on a cluster of 13 separate species, C3H30O13 in total.

Geometry (Å):
1 O -0.861 -3.519 -1.209
2 C 0.280 -3.493 -0.822
3 C 0.690 -2.962 0.541
4 C -0.522 -2.805 1.475
5 H 1.090 -3.769 -1.527
6 H 1.012 -1.940 0.306
7 H 1.516 -3.553 0.931
8 H -1.279 -2.215 0.998
9 H -0.146 -2.356 2.397
10 H -0.873 -3.793 1.761
11 H 1.879 -0.668 -1.600
12 H 2.948 0.028 -2.334
13 O 2.588 -0.017 -1.440
14 H 0.224 0.463 -1.383
15 H -0.400 0.421 -0.046
16 O -0.099 -0.186 -0.736
17 H -3.900 -1.531 -0.166
18 H -3.087 -0.499 0.626
19 O -3.201 -1.455 0.491
20 H -3.556 1.552 1.465
21 H -2.669 2.006 0.273
22 O -3.301 1.313 0.565
23 H -1.626 0.577 1.479
24 H -1.557 -0.161 2.748
25 O -1.105 0.569 2.304
26 H 0.320 3.957 2.603
27 H 1.292 3.284 1.587
28 O 0.511 3.851 1.667
29 H 1.554 3.703 -0.685
30 H 3.004 3.550 -0.990
31 O 2.221 4.003 -1.313
32 H 3.785 1.867 0.402
33 H 4.112 0.510 -0.252
34 O 4.476 1.370 -0.037
35 H -2.335 -2.054 -2.175
36 H -2.558 -0.809 -1.342
37 O -2.452 -1.098 -2.255
38 H -1.854 3.781 -0.307
39 H -0.576 3.246 0.423
40 O -1.282 3.013 -0.216
41 H 1.152 0.793 1.979
42 H 1.894 0.379 0.668
43 O 1.756 1.106 1.292
44 H 0.574 -2.894 -2.640
45 H -0.274 -1.628 -2.785
46 O 0.641 -1.939 -2.723

Calculated values
Molecular weight, g/mol: 274.26
ΔE to the lowest compared entry with this formula, charge and spin, kJ/mol: 0.00
E, eV: -30215.53026
Kohn-Sham gap, eV: 10.07
HOMO level, eV: -10.15
E_LUMO, eV: -0.08


ORCA calculation (wB97M-V/def2-TZVPD) on a cluster of 4 separate species, C4H9Cl6NO2 in total.

Geometry (Å):
1 C 2.054 -0.611 2.230
2 N 0.742 -0.093 2.688
3 O 0.566 1.107 2.567
4 O -0.036 -0.848 3.229
5 H 2.292 -1.502 2.808
6 H 2.810 0.122 2.486
7 H 2.009 -0.863 1.176
8 Cl -1.360 3.774 -1.054
9 C -0.702 2.228 -0.491
10 Cl -1.804 1.350 0.587
11 H -0.460 1.625 -1.359
12 H 0.208 2.319 0.098
13 Cl 0.627 -0.316 -2.738
14 C -0.589 0.327 -3.834
15 Cl -0.244 2.062 -4.204
16 H -0.565 -0.248 -4.752
17 H -1.580 0.291 -3.398
18 Cl -1.270 -2.402 -0.819
19 C -0.905 -2.057 0.887
20 Cl 0.650 -2.790 1.344
21 H -0.843 -0.979 0.958
22 H -1.600 -2.494 1.592

Calculated values
Molecular weight, g/mol: 315.84
ΔE to the lowest compared entry with this formula, charge and spin, kJ/mol: 69.76
E, eV: -85010.11083
Kohn-Sham gap, eV: 10.73
SMILES string: C[N+](=O)[O-].ClCCl.ClCCl.ClCCl
HOMO level, eV: -10.72
E_LUMO, eV: 0.00


ORCA calculation (wB97M-V/def2-TZVPD) on a structure of composition C24H22F6N3O4S2.

Geometry (Å):
1 F 1.377 -4.901 2.776
2 C 1.671 -3.635 2.447
3 F 0.790 -2.807 3.069
4 F 2.913 -3.323 2.874
5 S 1.513 -3.385 0.601
6 C 1.669 -1.588 0.416
7 C 2.659 -1.243 -0.645
8 C 2.805 -2.023 -1.800
9 C 3.824 -1.754 -2.704
10 C 4.624 -0.635 -2.517
11 C 5.797 -0.414 -3.427
12 F 6.107 0.911 -3.555
13 F 6.917 -1.044 -2.941
14 F 5.574 -0.906 -4.684
15 C 4.430 0.216 -1.435
16 C 3.434 -0.082 -0.514
17 O 2.568 -4.166 0.004
18 O 0.112 -3.645 0.310
19 H 1.940 -1.178 1.403
20 H 2.122 -2.843 -2.025
21 H 4.008 -2.439 -3.524
22 H 5.067 1.082 -1.290
23 H 3.234 0.580 0.330
24 C -1.802 5.713 -1.072
25 N -1.383 4.525 -1.795
26 C -1.539 4.613 -3.234
27 C -0.923 3.406 -1.164
28 C -1.163 3.197 0.224
29 C -0.907 1.968 0.810
30 C -0.345 0.894 0.064
31 C -0.276 -0.427 0.629
32 C -1.352 -0.895 1.360
33 C -1.463 -1.261 2.776
34 O -0.882 -0.710 3.703
35 N -2.389 -2.316 2.982
36 C -2.218 -3.118 4.191
37 C -3.695 -1.994 2.645
38 S -5.039 -2.630 3.408
39 N -3.759 -0.996 1.693
40 C -5.081 -0.608 1.216
41 C -2.706 -0.878 0.741
42 O -2.946 -0.729 -0.454
43 C 0.024 1.160 -1.277
44 C -0.242 2.376 -1.873
45 H -1.273 5.797 -0.120
46 H -1.573 6.591 -1.686
47 H -2.882 5.710 -0.873
48 H -1.310 3.665 -3.719
49 H -2.569 4.888 -3.486
50 H -0.882 5.391 -3.641
51 H -1.623 3.986 0.819
52 H -1.161 1.782 1.854
53 H 0.453 -1.237 0.094
54 H -2.844 -4.007 4.097
55 H -1.170 -3.403 4.285
56 H -2.544 -2.563 5.079
57 H -4.971 0.291 0.611
58 H -5.534 -1.410 0.628
59 H -5.694 -0.419 2.095
60 H 0.458 0.342 -1.866
61 H 0.053 2.525 -2.910

Calculated values
Molecular weight, g/mol: 594.58
ΔE to the lowest compared entry with this formula, charge and spin, kJ/mol: 497.14
Net charge: -1
E, eV: -75877.73455
Kohn-Sham gap, eV: 4.52
HOMO level, eV: -2.98
E_LUMO, eV: 1.54


ORCA calculation (wB97M-V/def2-TZVPD) on an isolated molecule of C3HN3O2.

Geometry (Å):
1 C -1.082 0.943 0.056
2 O -1.757 -0.313 -0.035
3 N -0.993 -1.477 -0.103
4 C 0.171 -0.842 0.152
5 O 1.453 -1.234 0.049
6 N 2.208 -0.230 -0.055
7 N 1.595 0.898 -0.085
8 C 0.237 0.550 0.096
9 H -1.833 1.705 -0.074

Calculated values
Molecular weight, g/mol: 111.06
ΔE to the lowest compared entry with this formula, charge and spin, kJ/mol: 449.97
E, eV: -11686.77575
Kohn-Sham gap, eV: 9.78
SMILES string: c1onc2onnc12
HOMO level, eV: -10.37
E_LUMO, eV: -0.59


ORCA calculation (wB97M-V/def2-TZVPD) on the ion C6H10 with charge +1.

Geometry (Å):
1 C 1.904 -0.771 -0.207
2 C 0.676 0.020 0.164
3 C 0.829 0.866 1.249
4 C -1.494 -1.039 0.348
5 C -0.701 -0.183 -0.331
6 C -1.338 0.873 -1.187
7 H 2.558 -0.320 -0.957
8 H 2.495 -0.910 0.709
9 H 1.632 -1.797 -0.486
10 H 0.001 1.495 1.578
11 H 1.728 1.081 1.812
12 H -2.569 -1.001 0.476
13 H -1.056 -1.645 1.144
14 H -0.954 1.881 -1.072
15 H -1.304 0.553 -2.244
16 H -2.405 0.895 -0.996

Calculated values
Molecular weight, g/mol: 82.15
ΔE to the lowest compared entry with this formula, charge and spin, kJ/mol: 116.33
⟨S²⟩: 0.763
Multiplicity: 2
Net charge: +1
E, eV: -6373.49362
Kohn-Sham gap (alpha / beta), eV: 10.96 / 6.17
HOMO level (alpha / beta), eV: -15.23 / -14.71
E_LUMO (alpha / beta), eV: -4.27 / -8.54


ORCA calculation (wB97M-V/def2-TZVPD) on an isolated molecule of C3H4N2O.

Geometry (Å):
1 O -1.638 -1.464 -0.391
2 N -0.564 -0.586 -0.153
3 C 0.072 -0.209 1.014
4 C 0.797 1.044 0.713
5 C 0.767 0.846 -0.668
6 N -0.173 0.126 -1.157
7 H -1.557 -1.555 -1.484
8 H -0.452 -0.851 1.828
9 H 1.489 1.186 1.531
10 H 1.259 1.462 -1.232

Calculated values
Molecular weight, g/mol: 84.08
ΔE to the lowest compared entry with this formula, charge and spin, kJ/mol: 487.74
E, eV: -8198.83033
Kohn-Sham gap, eV: 10.28
SMILES string: On1cccn1
HOMO level, eV: -9.40
E_LUMO, eV: 0.88